Model w:
Molecular formula: C6H31N2O7
Method: DFT, ωB97M-V/def2-TZVPD

Frontier orbital gap (spin up / spin down)   2.304 / 8.264 eV

ORCA input file:
```
! RIJCOSX wB97M-V def2-TZVPD def2/J DEFGRID3
* xyz 0 2
O 1.0683 2.3349 -2.7896
O 3.5637 -0.7972 -1.0547
O 0.4832 -0.1592 -3.9554
O -3.7822 -1.1147 0.6274
O 1.7238 -3.0995 -1.6634
O -1.9489 -3.0811 1.3665
O -1.3598 -1.7181 -1.0191
N -0.5223 1.4871 2.1046
N 0.9190 -1.7679 0.4445
C 0.6211 2.0744 2.7530
C -1.3240 2.4433 -0.1605
C 1.6557 2.7665 1.8289
C 0.7696 -0.3014 0.7489
C -0.4324 0.1144 1.6276
C -1.4732 2.2959 1.3725
H 4.1028 -1.3738 -1.5812
H 1.6648 -0.0009 1.2824
H 0.6670 0.5204 -4.6368
H 0.4125 3.0072 -3.0970
H -1.8206 -2.8959 2.3067
H -1.2918 -0.0294 0.9523
H 1.4219 -1.8475 -0.4731
H 0.7830 0.1909 -0.2173
H 1.1363 1.2757 3.2976
H -2.0207 -2.1292 -1.6152
H -0.4331 3.0209 -0.3724
H 3.8284 0.0873 -1.3288
H -1.5715 3.2646 1.8766
H 0.2932 2.8153 3.4928
H -2.4415 1.7792 1.4224
H 2.4518 3.3209 2.3293
H 2.0867 -3.9087 -1.3005
H -1.9306 -1.5361 -0.2453
H 0.3406 0.3967 -3.1827
H -4.0706 -0.9151 -0.2705
H -1.1090 1.4426 -0.5501
H -0.6742 -0.6219 2.3939
H -3.8729 -0.3436 1.2132
H 1.8999 2.6414 -3.2003
H 2.2406 2.0069 1.3023
H -2.1601 2.9569 -0.6192
H -2.8721 -3.3395 1.2687
H -0.0150 -2.2037 0.3139
H 0.9118 -3.3913 -2.0960
H 1.2731 -2.1950 1.3102
H 1.1630 3.2696 0.9970
*
```


Model x:
Molecular formula: C6H31N2O7
Method: DFT, ωB97M-V/def2-TZVPD

Frontier orbital gap (spin up / spin down)   2.321 / 9.238 eV

ORCA input file:
```
! RIJCOSX wB97M-V def2-TZVPD def2/J DEFGRID3
* xyz 0 2
O 1.9312 2.7372 -0.8374
O 1.2828 -0.9597 -1.8078
O 1.6455 -3.6352 -1.1992
O -1.4353 -0.6409 -3.0879
O -0.2374 -3.2036 3.0572
O -0.8065 3.0825 -1.9680
O 0.4192 1.3113 -3.4808
N -0.4382 2.1930 0.3835
N 2.0802 0.2732 0.7522
C 1.0228 0.5390 1.7318
C -3.5638 -1.0991 1.2250
C 3.2610 -0.2295 1.4999
C -1.6564 0.5170 1.8552
C -2.4362 -0.2632 0.7361
C -0.3190 0.7859 1.0018
H -0.8390 2.8549 1.0515
H 1.6153 -1.6690 -2.3579
H 3.0170 -1.1956 1.9521
H -0.4132 0.7950 -3.4364
H -2.2849 1.3637 2.1625
H 1.8444 3.7122 -0.9063
H 3.8485 0.4980 2.0833
H 2.1907 1.0579 0.1314
H -1.4937 3.0533 -2.6482
H 0.7990 -0.3698 2.2712
H 2.2462 -3.7270 -0.4397
H -4.0732 -1.5415 0.3015
H -3.0830 -2.0648 1.5639
H 1.3140 -4.5313 -1.3153
H -0.8428 -3.8456 2.6678
H -0.7568 -2.8147 3.7739
H 4.0040 -0.3370 0.6782
H -2.8678 0.5176 0.0977
H -0.7674 -1.1820 -2.6533
H 1.1045 0.7523 -3.0525
H -1.6690 -0.7104 0.1123
H -1.5726 -0.1655 2.6927
H -4.2731 -0.8662 2.0030
H 1.3435 1.3593 2.4379
H -0.1255 2.5073 -2.4452
H -1.8590 -1.0908 -3.8215
H 0.5604 2.5981 0.3634
H -0.7920 2.0631 -0.6541
H 1.5422 -0.9256 -0.8747
H 1.7271 2.3400 -1.7070
H -0.1939 0.1565 0.1062
*
```


Stability ranking, top and bottom: model w is the most stable and model x is the least stable.


Model w:
Molecular formula: C5H7NO4
Method: DFT, ωB97M-V/def2-TZVPD

Frontier orbital gap   10.718 eV

ORCA input file:
```
! RIJCOSX wB97M-V def2-TZVPD def2/J DEFGRID3
* xyz 0 1
O -1.4466 -0.2146 -0.8187
O -0.6898 0.6433 2.2254
O 0.9626 -0.2973 0.6604
O 1.1769 2.2461 0.7288
N -0.3497 -3.3953 0.8487
C -0.3213 0.8010 1.0917
C 0.6729 -1.2693 -0.3312
C 0.1167 -2.4756 0.3301
C -0.2776 -0.7254 -1.3998
C -1.2416 0.9738 -0.1032
H -2.2151 1.3351 0.2537
H 0.2636 0.0566 -1.9604
H -0.7972 1.7590 -0.7387
H -0.5601 -1.5204 -2.1001
H 1.7928 1.0802 0.5013
H 1.6139 -1.5736 -0.8146
H 1.2996 2.5764 1.6266
*
```


Model x:
Molecular formula: C5H7NO4
Method: DFT, ωB97M-V/def2-TZVPD

Frontier orbital gap   9.569 eV
Structure (SMILES)   COCOC=O.N#CC=O

ORCA input file:
```
! RIJCOSX wB97M-V def2-TZVPD def2/J DEFGRID3
* xyz 0 1
O -2.4407 0.3940 1.9418
O 1.1346 1.7723 -1.6151
O 0.0227 -0.9601 -0.9269
O -2.1339 -0.6845 -0.0427
N 2.5619 0.9775 1.3352
C -0.7476 -0.3721 0.0829
C 2.1458 1.2285 -1.1926
C -2.8510 -0.2646 1.0188
C 2.4488 1.0831 0.1826
C 0.5621 -2.2650 -0.5568
H -0.2325 -3.0224 -0.5841
H 2.9783 0.9487 -1.8762
H 1.3408 -2.5393 -1.2860
H -0.6191 0.6721 -0.1319
H -0.4992 -0.6790 1.1121
H 0.9935 -2.2441 0.4698
H -3.9051 -0.6110 0.8839
*
```


Stability ranking, top and bottom: model x is the most stable and model w is the least stable.


Model w:
Molecular formula: C34H39CrN5O3P2S
Method: DFT, ωB97M-V/def2-TZVPD

Frontier orbital gap (spin up / spin down)   5.765 / 6.163 eV

ORCA input file:
```
! RIJCOSX wB97M-V def2-TZVPD def2/J DEFGRID3
* xyz 0 5
Cr 0.6390 -1.0124 -2.7125
S -0.1750 1.6889 1.1557
P -3.1667 -5.6998 -3.0456
P -0.1129 -6.8950 -2.0353
O -1.1434 2.6807 0.7723
O -0.3763 0.9322 2.3743
O 2.4624 0.1268 -0.9480
N -0.6199 -7.6224 -0.4464
N -4.8083 -5.8187 -2.5370
N -3.7149 -6.2416 -4.8245
N 1.0968 -8.2359 -2.3791
N 0.4001 0.7479 -0.0854
C -1.4441 -3.2092 -0.6123
C -6.9797 -6.3014 -2.1927
C 2.8657 4.2928 2.1977
C -2.3980 -2.0635 -0.5034
C 0.6610 -2.1206 2.1631
C 2.2520 2.0547 0.5792
C -5.7533 -6.8500 -2.5307
C -0.6913 -6.7955 0.6898
C 2.9543 -8.9450 -3.4565
C -2.4283 -1.3581 0.6330
C 3.8677 3.7719 1.3613
C -4.4541 -7.3195 -5.3136
C -3.3082 -5.5031 -5.9306
C -1.3196 -7.5126 1.7161
C -1.5094 -8.8427 1.2374
C -4.5440 -7.2560 -6.7087
C -1.4298 -7.8400 -2.9652
C 2.0826 -7.8757 -3.3173
C -6.7730 -4.8942 -2.0600
C -0.2317 -3.4802 0.3442
C -0.8056 0.5829 -3.2397
C 1.7489 0.8964 -0.2340
C -0.7247 -1.9661 2.6908
C 1.3200 2.5699 1.4392
C 2.5047 -9.9820 -2.5849
C -2.0708 -1.9794 1.9267
C 0.8219 -2.6518 0.9552
C 1.5595 3.7613 2.1824
C -5.4485 -4.6040 -2.3032
C -3.8086 -6.0905 -7.0988
C 1.3606 -9.5301 -1.9302
C 3.4903 2.7137 0.5387
C -2.8822 -7.4674 -2.6115
C -1.1148 -8.8704 -0.0869
H 1.9644 -6.9435 -3.8646
H -4.8714 -3.6841 -2.3256
H -2.0170 -4.1732 -0.4089
H -2.4336 -0.2533 0.6106
H -1.3234 -8.9109 -2.7802
H -7.8955 -6.8603 -2.0916
H -3.1258 -7.6163 -1.5314
H 3.1619 5.1094 2.8875
H -0.6812 -1.0046 3.2207
H -0.9506 -2.7499 3.4756
H -2.7190 -4.6122 -5.8042
H 0.3800 -4.1565 -0.2734
H -0.0135 1.0923 -3.8316
H -5.4867 -7.8793 -2.7509
H -2.7538 -1.4716 2.6647
H -3.6668 -5.7473 -8.1222
H -2.2536 -3.0668 1.7913
H 1.4096 -1.4279 2.5951
H 4.1754 2.4343 -0.2421
H -1.1841 -3.4204 -1.6776
H -3.5228 -8.0778 -3.2755
H -1.1767 -9.6757 -0.7968
H -4.9077 -8.0493 -4.6515
H -5.0590 -7.9762 -7.3412
H -1.8599 -9.6815 1.8193
H -0.2582 -5.7749 0.6629
H 1.6454 -2.3787 0.2795
H -3.0463 -1.8980 -1.3565
H -1.5307 0.4031 -4.0549
H 3.0174 -10.9007 -2.3781
H -1.2498 -7.6450 -4.0387
H 4.8830 4.2253 1.3575
H -1.1792 1.3526 -2.5897
H -7.5249 -4.1771 -1.8420
H -0.6031 -4.0843 1.1777
H 3.8489 -8.9279 -4.0503
H 0.7906 4.2816 2.7741
H -1.5656 -7.1085 2.7100
H 0.6753 -10.0729 -1.3011
*
```


Model x:
Molecular formula: C34H39CrN5O3P2S
Method: DFT, ωB97M-V/def2-TZVPD

Frontier orbital gap (spin up / spin down)   8.409 / 7.540 eV

ORCA input file:
```
! RIJCOSX wB97M-V def2-TZVPD def2/J DEFGRID3
* xyz 0 5
Cr 0.4818 0.2227 4.2377
S 0.4141 1.4200 7.3846
P -1.5472 -0.7320 -3.9920
P 1.5213 -1.2022 -4.3368
O -1.7759 -1.0925 5.5561
O 0.1141 2.8178 7.2285
O 1.7816 1.0263 7.6001
N 2.3540 -2.4464 -5.2888
N 2.9502 -0.1962 -4.2285
N -3.2135 -1.0935 -4.3845
N -1.8611 0.9714 -3.7017
N -0.2525 0.5196 6.0974
C -2.3992 -1.0686 9.9354
C 2.7221 -2.4449 -6.6372
C -0.6911 0.6849 9.9073
C -1.9947 3.2228 -3.9430
C 3.3829 0.4156 -3.0419
C -5.0180 -2.4287 -4.7260
C 3.7457 0.2828 -5.2751
C 1.3390 2.6282 2.6312
C -1.1348 0.7873 2.9742
C -4.1279 -0.3758 -5.1681
C 0.0706 3.0577 3.4027
C 0.6654 -0.3000 -5.7135
C 3.0759 -3.7355 -7.0142
C -5.2504 -1.1671 -5.3808
C 2.9194 -4.5732 -5.8577
C -1.5764 -0.2403 7.8373
C 0.5849 -0.1298 1.2887
C -3.7657 -2.3634 -4.1351
C -0.6976 0.6021 8.5117
C 2.4873 -3.7624 -4.8153
C -0.8579 -0.5751 -5.7203
C -1.7107 2.9317 -2.5674
C 1.8624 1.2730 3.0730
C -2.0788 2.0089 -4.6122
C 4.4583 1.2418 -3.3370
C -0.8271 1.9159 3.7719
C -1.2803 -0.3332 6.3993
C -1.5450 -0.1773 10.6206
C -2.4394 -1.0881 8.5409
C 1.7695 -1.2189 4.8258
C 4.6919 1.1523 -4.7515
C 1.5790 0.0417 2.4092
C -0.7652 0.5970 1.5122
C -1.6317 1.5519 -2.4442
H 2.7402 -1.2066 4.3010
H -2.1106 4.1994 -4.3953
H -0.7923 1.5487 0.9509
H 0.8598 0.7761 -5.5676
H -1.4308 0.9170 -1.5914
H -1.5687 3.6544 -1.7726
H 2.1259 3.3728 2.8271
H 2.2499 -3.9867 -3.7843
H 1.0752 -0.5797 -6.6963
H 0.3920 -1.2120 1.1754
H -1.3768 0.2016 -6.3074
H 5.0035 1.8593 -2.6370
H -1.5545 -0.0430 1.0744
H -6.1226 -0.8839 -5.9540
H 3.0869 -5.6428 -5.8124
H 1.0432 0.1755 0.3329
H -0.0296 1.3957 10.4109
H 2.3604 -0.7314 2.4074
H -3.9211 0.6337 -5.4863
H -2.2743 1.8097 -5.6562
H 1.1663 -2.1160 4.5649
H -1.5323 -0.1772 11.7151
H 1.1559 2.6770 1.5472
H 5.4499 1.6734 -5.3223
H -1.0766 -1.5492 -6.1936
H 2.6922 -1.5414 -7.2300
H 3.3917 -4.0400 -8.0041
H -0.4978 3.8059 2.8281
H 1.8719 -1.1105 5.9190
H 2.7953 1.3274 3.6608
H 2.8797 0.1905 -2.1124
H -1.9789 0.1551 3.3052
H -3.0257 -1.7550 10.5078
H 3.5761 -0.0337 -6.2941
H -5.6902 -3.2759 -4.7173
H 0.3764 3.5666 4.3329
H -1.5353 2.1573 4.5740
H -3.0955 -1.7584 7.9807
H -3.2080 -3.0821 -3.5539
*
```


Stability ranking, top and bottom: model x is the most stable and model w is the least stable.


Model w:
Molecular formula: C6H12S
Method: DFT, ωB97M-V/def2-TZVPD

Frontier orbital gap (spin up / spin down)   7.894 / 7.895 eV

ORCA input file:
```
! RIJCOSX wB97M-V def2-TZVPD def2/J DEFGRID3
* xyz 0 1
S 1.1784 -2.3382 -0.7905
C -1.2880 0.7059 0.3107
C -0.2153 1.6819 0.7962
C 1.1528 -2.0259 -2.4159
C 0.7304 1.0861 1.8327
C 0.0768 -1.3763 -0.0097
C -0.7631 -0.3468 -0.6691
H 1.3329 0.2964 1.3985
H 0.1654 0.6708 2.6629
H -0.1148 -1.6648 1.0088
H -0.7137 2.5480 1.2377
H -2.0729 1.2743 -0.1919
H 1.9364 -2.4660 -2.9935
H 0.3637 -1.4799 -2.8871
H -0.1678 0.1488 -1.4459
H 0.3635 2.0385 -0.0585
H 1.3950 1.8528 2.2198
H -1.6209 -0.8134 -1.1755
H -1.7388 0.2079 1.1703
*
```


Model x:
Molecular formula: C6H12S
Method: DFT, ωB97M-V/def2-TZVPD

Frontier orbital gap (spin up / spin down)   7.785 / 7.779 eV

ORCA input file:
```
! RIJCOSX wB97M-V def2-TZVPD def2/J DEFGRID3
* xyz 0 1
S -0.2991 0.1596 0.9858
C 1.4501 -0.0276 0.7069
C -2.1838 0.3757 -1.0495
C 0.8615 -0.3488 -1.6690
C -0.4120 1.1515 2.3097
C 1.6417 -0.8897 -0.5104
C -0.8828 0.8211 -0.4261
H 1.7504 -0.6658 1.4608
H -1.9347 0.2877 -2.0766
H 2.7271 -1.0424 -0.7145
H -2.7524 -0.5326 -0.6558
H -1.3006 1.6247 2.5688
H -0.1357 0.6939 3.2426
H 1.2350 -1.8680 -0.3011
H -2.8765 1.2780 -1.0137
H 1.0793 0.6643 -2.0900
H 0.6160 -1.1221 -2.4150
H -0.5353 -1.4922 0.9286
H 1.9517 0.9328 0.7183
*
```


Stability ranking, top and bottom: model w is the most stable and model x is the least stable.


Model w:
Molecular formula: C27H26FN4O3SW
Method: DFT, ωB97M-V/def2-TZVPD

Frontier orbital gap   6.673 eV

ORCA input file:
```
! RIJCOSX wB97M-V def2-TZVPD def2/J DEFGRID3
* xyz 3 1
W -3.6419 -0.1605 0.1465
S -5.3509 -1.1248 -0.9425
F 2.5369 -0.7588 -2.9683
O -3.3226 0.5132 2.0072
O -3.6441 -1.6317 1.5313
O -1.9135 -0.5045 -0.6171
N 4.4192 -1.4453 -1.1156
N 0.9492 -1.1697 2.2620
N -4.4601 1.6719 -0.5274
N 7.0381 -1.3253 -2.2008
C -3.8792 2.8795 -0.3660
C 5.8516 -1.5936 -3.0902
C -6.3862 0.3193 -1.0229
C 0.4031 -0.8201 -0.0637
C 2.7057 -1.2877 0.5977
C 1.9228 -1.4705 3.3174
C 4.7741 -2.2725 -2.2637
C -0.3359 -1.0778 2.5955
C 1.3625 -1.0770 0.9438
C -2.7778 -0.6943 1.8810
C 2.9305 -0.4270 3.6999
C -7.7467 0.2190 -1.1902
C -5.8109 1.5927 -0.8193
C 6.6659 -0.5317 -0.9778
C -4.6209 4.0507 -0.4992
C -1.3181 -0.8524 1.6532
C -2.4225 2.9173 -0.0284
C 5.5405 -1.2305 -0.2210
C 1.8092 -0.7692 4.6349
C -8.5611 1.3659 -1.2187
C -6.6188 2.7429 -0.8679
C -0.9505 -0.7232 0.3139
C -5.9764 3.9858 -0.7176
C 0.8200 -0.7340 -1.4103
C -8.0110 2.6072 -1.0747
C 3.1130 -1.2403 -0.7252
C 2.1274 -0.9196 -1.7071
H 3.4157 -1.5336 1.3712
H 2.2115 -2.5137 3.3033
H 1.0400 -0.0195 4.7608
H 5.9055 -2.1742 0.2059
H -2.2778 2.6186 1.0128
H -2.0254 3.9223 -0.1458
H 6.1854 -2.2216 -3.9140
H 5.2499 -0.5840 0.6046
H -9.6259 1.2496 -1.3636
H 3.9149 -2.4766 -2.8922
H 2.0230 -1.3569 5.5154
H 5.1437 -3.2445 -1.9087
H -8.6247 3.4977 -1.1107
H -6.5623 4.8954 -0.7761
H 7.7595 -0.8255 -2.7264
H 2.8645 0.5305 3.2001
H 5.5131 -0.6322 -3.4724
H -4.1208 5.0025 -0.3953
H -1.8537 2.2494 -0.6790
H 6.3478 0.4489 -1.3277
H 7.4584 -2.2158 -1.9189
H 7.5570 -0.4268 -0.3617
H 0.1143 -0.5013 -2.1954
H 3.9294 -0.7620 3.9405
H -8.1974 -0.7571 -1.3207
H -0.5666 -1.1929 3.6452
*
```


Model x:
Molecular formula: C27H26FN4O3SW
Method: DFT, ωB97M-V/def2-TZVPD

Frontier orbital gap   6.803 eV

ORCA input file:
```
! RIJCOSX wB97M-V def2-TZVPD def2/J DEFGRID3
* xyz 3 1
W 0.3936 1.2946 1.0069
S -1.1972 0.1491 -0.1841
F 6.5115 0.7208 -2.2996
O 2.1594 1.1146 0.2056
O 0.4816 -0.1706 2.3138
O 0.7345 1.9605 2.8725
N 8.4416 -0.0182 -0.5400
N -0.6798 3.0152 0.4927
N 5.0568 0.1838 2.9619
N 11.0984 -0.6822 -1.3753
C 9.5160 -0.0605 0.4385
C 2.7939 0.6355 2.4318
C 7.0983 0.8064 4.3680
C 6.1355 0.5443 -1.0336
C 6.0498 -0.1913 3.9731
C 1.3405 0.7886 2.6972
C -0.2859 4.2803 0.7668
C 7.1365 0.1646 -0.0885
C 8.6645 -0.9957 -1.6108
C -4.5444 2.2951 -0.9606
C -1.9521 2.7914 -0.0265
C -1.1521 5.3558 0.5802
C -2.4382 5.1436 0.1446
C -4.1777 3.5741 -0.6496
C 6.7633 0.0685 1.2384
C 3.7865 0.3222 3.3380
C 9.9488 -0.6834 -2.3504
C 5.9969 0.4569 5.3213
C 1.1012 4.5186 1.2722
C 3.1280 0.8058 1.0876
C -3.6187 1.2477 -0.8222
C -2.3351 1.4887 -0.3862
C 10.8415 0.2627 -0.2315
C -2.8736 3.8445 -0.1742
C 4.4611 0.6387 0.6622
C 5.4338 0.3080 1.6299
C 4.8445 0.7622 -0.6912
H 1.8322 3.8916 0.7559
H 8.7055 -2.0115 -1.1915
H 6.2144 -0.1714 6.1724
H -5.5418 2.0780 -1.3154
H 10.8287 1.2639 -0.6589
H 7.4836 -0.2158 1.9877
H 1.1593 4.3151 2.3419
H 3.5785 0.1686 4.3874
H 10.1599 -1.4260 -3.1172
H 11.6711 0.1774 0.4674
H -0.7991 6.3527 0.8001
H 7.8548 -0.9745 -2.3324
H 9.5718 -1.0344 0.9478
H -3.1216 5.9766 0.0319
H 11.2492 -1.6302 -1.0194
H 6.3094 -1.2402 3.9095
H 9.9200 0.3082 -2.7991
H 9.3573 0.7061 1.1965
H 4.1261 1.0465 -1.4474
H 7.0530 1.7860 3.9102
H 8.0940 0.4331 4.5623
H -3.9134 0.2362 -1.0724
H -4.8746 4.3949 -0.7576
H 5.2533 1.2207 5.5046
H 11.9626 -0.4175 -1.8542
H 1.3796 5.5567 1.1083
*
```


Stability ranking, top and bottom: model x is the most stable and model w is the least stable.